Entry from OMol25: a cluster of 14 separate species, C72H186N10O16P4 in total at a distorted geometry (ωB97M-V with the def2-TZVPD basis set).

The geometry in XYZ format:
```
288
Properties=species:S:1:pos:R:3:forces:R:3
H -5.117 3.719 -2.721 -0.046 -0.179 -0.374
H 1.225 3.621 -7.826 0.010 0.139 0.160
H -0.992 1.261 -0.590 -0.429 0.254 -0.105
H -3.083 2.749 -0.074 -0.645 -0.026 0.034
O -3.392 -3.329 4.426 0.545 -1.698 -1.768
H -8.582 2.197 3.175 -0.493 -0.090 -0.159
C 6.672 -1.886 0.416 1.273 -0.039 -1.031
O 0.993 4.959 0.870 -0.015 0.832 0.693
H 2.348 -2.192 -2.137 -0.072 0.313 -0.018
C 3.353 7.578 1.357 -0.142 0.218 0.622
H 4.975 4.291 -7.174 0.334 0.220 0.085
H -2.302 -0.844 -1.033 -0.197 -0.497 -1.032
H -4.234 -0.339 4.238 -0.137 -0.112 -0.574
C -5.967 0.840 -4.238 0.137 0.908 0.659
C -6.720 1.545 2.293 0.221 1.488 0.912
H 3.083 3.114 2.038 0.946 0.054 0.112
H 0.922 5.772 5.407 -0.174 -0.698 -0.265
H -7.572 3.539 2.777 0.294 0.092 0.035
C 0.381 -3.902 6.613 0.027 -1.252 -0.004
C -7.967 -1.787 3.412 -1.217 -0.263 -0.031
H -7.328 6.138 -1.279 0.026 0.037 -0.057
H 5.506 4.665 -5.472 -0.007 -0.302 -0.273
C -4.182 -0.042 3.169 -0.339 -0.826 0.690
N 2.471 5.092 -6.944 -0.445 -0.334 -0.024
C 6.870 -1.425 -4.278 -0.785 -1.133 -0.033
C -2.852 -4.450 -4.999 -0.452 -0.206 -0.868
H -2.926 -5.657 -0.793 -0.404 -0.682 -0.218
C 3.115 -1.002 -4.672 0.480 0.699 -0.320
H 3.823 -3.442 -3.769 -0.457 0.097 -0.115
H -3.617 -2.702 -3.913 -0.199 -0.044 -0.492
H 2.906 -4.199 2.828 0.111 0.148 0.018
H -0.152 -4.863 6.720 0.266 0.178 0.069
H 2.312 -0.904 -3.939 0.040 -0.161 0.069
H 0.161 2.226 5.558 0.551 0.157 0.229
C 0.703 -1.498 0.331 -0.329 0.304 -0.890
C 4.062 3.193 2.586 -1.426 0.191 -1.504
H -6.976 0.975 -4.613 -0.296 -0.444 -0.094
H -2.175 0.454 -5.913 0.480 0.082 0.320
C 7.369 -1.237 3.969 -0.155 -0.436 0.121
H 4.093 0.939 -0.574 -0.558 0.222 -0.058
H 7.627 -1.769 -4.994 0.087 0.536 0.205
C 3.003 4.872 -1.780 -0.201 -0.235 -0.473
H 3.066 7.906 0.358 0.007 -0.418 -0.059
H 1.108 -6.268 -2.192 0.078 -0.441 0.057
H -1.246 1.251 -4.607 -0.092 0.226 0.358
H -6.632 4.621 -4.414 0.210 0.181 0.523
H 4.817 2.620 2.004 -0.304 0.722 0.523
H 2.529 5.642 -2.398 0.284 -0.052 -0.151
H -5.418 -3.371 4.589 -0.153 0.241 0.237
H 1.456 -1.985 -0.311 -0.509 -0.371 0.436
H -1.727 -4.539 -1.165 0.723 0.337 -0.587
H 1.939 7.075 -8.577 -0.075 0.296 -0.131
H 2.272 -0.035 -0.892 -1.036 0.338 -0.503
H 3.792 -1.593 -1.332 0.386 0.676 0.519
C 4.955 1.081 -1.207 1.410 0.288 -0.032
H -5.555 7.283 0.093 -0.255 -0.251 -0.188
H -0.186 3.563 1.857 0.237 -0.278 -0.835
H -3.981 1.025 3.219 -0.285 0.264 -0.377
O -1.840 -3.684 2.500 -0.395 0.591 -0.491
H 3.941 -2.644 1.263 -0.426 0.319 -0.138
C -0.926 0.377 0.025 0.488 -1.251 -0.906
H -5.854 1.518 -3.397 0.053 0.421 -0.106
H 2.326 -7.684 2.567 0.381 -0.615 0.419
P -6.158 -0.982 -2.280 -1.218 2.051 -2.281
O -7.430 -1.889 -2.637 0.188 0.763 0.764
H -4.708 -4.674 5.482 0.697 0.198 -0.050
C 4.162 -2.582 -3.170 1.869 0.106 -1.152
C -4.943 -2.857 -0.774 -1.110 1.551 0.501
C 3.261 0.350 -5.369 0.666 0.573 0.921
H 0.456 -4.372 -0.673 -0.088 0.668 -0.166
H 3.377 1.145 -4.605 -0.119 -0.314 -0.294
N 5.374 -1.852 2.553 -0.807 -0.472 -0.416
H -5.411 -2.316 0.084 0.550 -0.401 -0.569
O 2.860 0.991 5.466 -0.190 0.976 -0.810
H 1.455 1.211 -0.008 0.184 0.148 -0.018
N -5.627 4.909 -1.148 -0.618 -1.082 -0.007
H -5.288 -0.169 1.319 -0.239 -0.256 0.297
H 0.456 -1.143 6.631 -0.286 0.033 -0.902
C -6.030 4.174 -2.363 -0.230 0.011 0.687
C 0.347 -3.234 -3.798 -0.011 0.041 -0.344
H 1.799 -1.991 2.121 0.140 -0.317 0.066
H 1.840 3.363 -4.808 0.786 -0.097 0.715
N -0.593 -2.955 6.165 -0.040 1.776 -0.187
C -1.935 -5.355 -0.501 0.390 -0.451 0.440
H 2.706 7.929 -7.252 -0.437 -0.514 0.269
C 1.025 -7.213 0.940 0.665 0.285 -1.393
H 5.095 0.221 -1.870 -0.314 0.021 0.055
O 1.987 3.341 5.329 -0.557 -2.016 -1.075
H -7.279 2.481 4.210 0.594 0.174 0.183
O 3.882 2.582 3.852 -0.202 -0.309 0.650
H 1.499 -6.140 2.786 -0.126 -0.268 0.039
H 4.268 -0.202 4.432 -0.388 0.032 0.327
H -1.929 -4.964 -5.326 -0.326 0.482 0.341
C -1.830 -0.856 -4.227 -0.359 -0.925 0.357
C 0.989 1.333 -2.045 -0.590 0.200 -1.677
C -0.468 -2.733 -5.029 0.681 0.510 -0.638
O 0.534 7.442 1.878 0.176 -0.804 -0.539
O 1.063 5.429 3.358 0.116 -0.413 -1.474
H -0.193 -2.114 0.507 0.581 -0.276 -0.207
C -1.016 -0.817 4.939 -0.371 0.309 0.742
H -3.058 -0.023 0.290 -0.808 0.806 0.191
C 3.538 5.284 -5.961 -1.374 -0.204 1.264
C 5.499 -1.595 -4.945 -0.711 -1.440 0.708
H -3.036 4.074 -1.174 -0.273 0.015 -0.245
H -0.453 0.082 -5.652 -0.087 0.062 0.053
H -5.684 3.250 0.249 0.071 -0.150 -0.448
H -0.730 -7.070 -1.350 0.131 0.557 0.363
H -2.066 -4.898 0.480 0.206 -0.079 0.031
H 0.261 -2.639 -2.889 -0.085 0.345 -0.060
H -9.021 -2.169 3.506 0.832 0.353 -0.539
H -3.474 -5.215 -4.544 0.035 0.024 0.715
C -0.542 -4.035 2.970 0.123 -0.852 0.560
H 0.628 2.406 -5.614 0.456 -0.192 -0.386
C -3.710 3.298 -0.794 -0.224 0.477 0.456
H -3.431 -4.219 -5.899 0.314 0.165 -0.209
H 0.035 -4.235 -3.521 -0.060 -0.311 0.045
C 1.178 3.351 -5.639 -1.547 0.426 -0.528
H -5.721 6.136 1.364 -0.121 -0.508 0.210
H -4.007 2.634 -1.597 0.288 -0.285 -0.054
H 0.568 0.712 -2.874 0.561 0.419 0.447
C 1.136 -5.152 -0.376 -0.516 0.715 0.210
C 3.626 -3.475 3.237 -0.892 -0.565 0.296
C 1.886 3.711 -6.960 0.539 0.450 0.861
C -1.686 -2.714 7.108 0.591 0.081 0.504
H 6.174 -2.769 0.049 -0.138 -0.297 -0.375
C -2.674 -3.168 -4.196 0.696 -0.227 1.145
C -3.413 -6.720 2.521 0.518 -0.296 -0.226
H 5.373 -0.990 -5.842 0.174 0.200 0.340
C 4.959 2.367 -2.077 -0.785 -0.308 -0.214
C 0.825 6.279 4.452 0.595 1.230 0.944
H 0.230 2.075 -1.816 -0.177 0.148 -0.041
H 0.388 -3.464 8.708 -0.201 0.127 0.188
H -2.239 -3.420 -3.179 -0.065 0.157 -0.738
H 2.535 3.920 -2.049 -0.071 0.101 0.038
C 3.311 -0.283 4.980 0.161 -0.031 -0.203
C -5.480 -0.442 2.387 1.612 0.483 -0.329
H -0.632 0.039 4.363 0.493 -0.411 0.211
C 1.784 7.392 -7.545 -0.022 0.116 -0.205
H 6.942 -0.400 -3.971 0.611 0.511 0.173
P -3.242 -4.160 2.984 -0.036 0.286 3.151
H 2.562 -0.673 4.278 0.178 -0.116 0.290
H 4.155 0.424 -5.994 -0.221 -0.125 -0.035
H 3.876 6.313 -5.973 -0.005 0.277 -0.366
H -7.099 7.121 0.913 0.013 0.061 0.203
O 1.516 1.595 3.338 0.051 0.454 0.041
H -0.250 -4.925 2.424 0.044 -0.363 0.159
C 1.339 -1.134 1.653 0.063 0.824 -0.093
H 4.745 4.785 -3.060 -0.123 -0.085 -0.100
H -5.672 -1.513 2.402 0.497 -0.132 0.208
H 1.083 -4.072 5.791 0.162 0.120 0.029
H -4.659 4.584 0.649 0.195 0.040 0.164
H -0.544 -4.155 4.060 -0.015 -0.018 -0.258
H 1.159 2.559 7.060 -0.279 -0.105 -0.408
P 1.255 6.157 1.920 -0.252 -0.780 0.576
C -6.783 5.581 -0.523 1.231 -0.262 0.681
H -1.182 -0.977 -3.328 -0.265 0.541 -0.293
H -2.547 -6.753 1.825 -0.520 -0.140 0.535
N -1.835 -2.199 -4.915 0.389 0.233 0.773
H 2.109 -0.362 1.513 -0.091 -0.224 0.160
H -5.691 1.919 2.264 -0.075 0.010 0.096
H 3.996 2.501 -2.605 0.347 -0.615 0.104
H -7.629 5.346 -3.204 -0.796 0.176 0.234
H 2.412 0.599 -5.976 -0.543 0.020 -0.297
H 6.852 -1.174 -0.400 0.192 -0.515 -0.180
H -5.553 -3.760 -0.923 0.471 0.282 -0.424
N 0.271 -6.089 0.343 0.750 -1.052 0.715
H 5.814 1.026 -0.485 -0.457 0.426 -0.708
H 5.455 -2.650 -5.317 -0.161 0.419 0.095
P 2.461 2.096 4.343 0.487 0.458 2.311
H -2.464 -4.608 6.582 -0.520 0.243 0.361
H 4.229 4.278 2.705 0.457 -0.675 -0.067
C -0.900 -6.535 -0.382 -1.374 1.101 -0.560
O -3.150 -5.694 3.524 -0.238 0.700 -0.977
H -3.898 -3.045 -0.540 -0.160 -0.071 -0.276
H 5.185 -2.852 -2.935 0.177 -0.361 0.492
H 5.845 -2.728 4.322 0.289 -0.133 0.128
H 7.782 5.089 0.254 0.258 -0.349 -0.350
H -1.091 4.815 1.057 0.498 -0.208 -0.330
H 6.828 -0.386 4.359 -0.055 0.337 0.138
C -0.201 4.158 0.923 -1.207 1.014 1.543
H 5.035 5.645 -1.588 -0.382 0.060 0.042
H 4.365 3.343 -5.871 0.168 -0.429 0.388
C 4.496 4.777 -1.986 1.175 -0.154 -0.011
H -1.874 -4.632 8.215 -0.097 0.629 -0.068
N 0.242 -0.378 -0.520 -1.189 -0.616 0.668
H 4.422 7.533 1.483 0.342 -0.267 -0.270
C 6.387 -2.312 3.474 1.233 -0.143 -0.703
H 7.635 -2.191 0.832 0.007 0.057 -0.009
H 2.214 -4.991 -2.335 -0.063 0.587 0.365
O -6.528 0.131 -1.386 0.305 -0.917 -0.133
C -2.403 -3.983 7.492 0.392 -0.985 -0.585
H 6.087 5.415 0.206 0.273 -0.432 -0.045
C 4.686 4.342 -6.122 0.213 -0.041 -0.366
H 3.432 -0.916 5.872 -0.119 0.104 -0.481
H -0.151 6.758 4.388 0.044 0.035 -0.091
C 0.800 2.952 6.096 0.354 -0.443 0.173
C 1.112 -3.585 7.908 -0.450 -0.551 0.257
N 5.137 3.604 -1.346 0.500 0.033 0.445
H 4.234 -4.059 3.932 -0.187 0.213 0.280
H -7.840 -0.815 1.421 0.184 -0.228 0.015
H 7.062 2.817 -0.987 -0.238 0.443 -0.421
H 3.379 -3.305 -1.365 0.218 -0.224 0.354
H 2.791 -1.735 -5.423 0.105 -0.356 0.047
H 1.617 7.044 4.526 -0.405 0.025 -0.281
H 3.119 5.153 -4.909 0.346 0.156 -0.777
H -1.703 -0.340 5.680 0.096 -0.502 -0.801
H 3.002 8.328 2.056 -0.228 0.133 0.079
H -7.499 4.885 -0.035 0.233 -0.062 -0.292
C 6.822 4.585 0.132 -0.632 1.607 0.761
C 1.418 6.113 -6.797 0.953 0.010 0.724
H 2.666 -6.289 -1.304 0.416 -0.738 -0.083
H -4.313 -6.523 1.907 0.346 0.103 0.632
C 3.399 -2.381 -1.928 -1.345 -0.698 0.081
H -0.352 3.612 -0.003 0.497 -0.174 0.093
C -1.391 0.325 -5.141 -0.750 -1.445 -0.330
H 6.656 3.979 1.005 -0.064 -0.341 0.403
H -7.741 -1.465 4.428 0.422 -0.118 0.020
H -2.882 -0.741 -3.858 0.884 0.300 -0.304
H 0.953 8.108 -7.497 0.188 -0.111 -0.080
H 1.847 1.912 -2.367 0.251 -0.123 -0.266
H -0.747 0.690 1.032 0.270 0.396 0.973
H 1.845 -4.690 0.339 -0.267 -0.265 -0.299
C -7.551 2.523 3.166 -0.326 -0.801 -0.794
H 0.180 -3.287 2.691 -0.143 0.677 -0.090
H -2.035 -1.326 0.647 -0.055 -0.246 -0.168
C 0.024 -1.655 5.728 -0.352 -0.603 -0.198
H 0.376 4.069 -5.386 0.411 0.025 -0.249
H -7.026 1.541 1.247 -0.406 -0.043 -0.284
H -8.695 0.107 2.608 0.031 -0.358 0.178
H 1.428 -3.286 -4.068 -0.806 0.050 0.086
H 2.709 3.004 -7.109 -0.132 0.093 -0.157
O -4.987 -1.925 -1.950 0.999 -1.771 0.940
H 0.831 -1.908 5.019 -0.061 -0.007 0.453
H -7.344 -2.636 3.096 -0.078 0.307 0.249
H -3.372 -3.721 7.895 -0.273 -0.292 0.050
H -8.455 -3.423 -3.460 0.074 0.158 -0.080
H -6.770 3.368 -2.126 0.446 0.228 -0.063
H 5.085 -3.828 1.774 0.181 0.016 -0.023
H 2.814 -6.250 1.665 0.170 -0.172 -0.033
H 6.258 -0.230 1.685 0.784 0.634 0.207
C 4.501 -2.963 2.130 0.676 0.140 0.391
H -0.488 -3.562 -5.748 0.028 0.231 0.076
H 1.751 -4.410 8.244 0.153 0.274 -0.344
H 0.165 3.799 6.301 0.141 0.596 -0.160
H -3.266 -0.499 2.759 -0.469 -0.034 -0.056
C 1.971 -6.814 2.065 -0.638 0.992 -0.416
H 0.600 -0.725 2.333 -0.060 0.137 0.261
H 8.132 -0.897 3.272 -0.371 0.047 -0.591
C -4.550 -3.620 5.206 -1.206 -0.095 -0.718
H 1.649 -7.695 0.152 -0.181 0.070 0.255
H -4.541 -3.004 6.096 0.134 0.102 -0.017
C 6.584 3.806 -1.123 -0.454 -0.500 0.565
H -7.094 -2.840 -4.473 -0.118 0.284 0.017
H 0.116 -1.937 -5.519 -0.079 -0.275 0.122
H -6.054 6.039 -3.464 -0.016 -0.368 -0.078
C -4.971 3.970 -0.188 0.404 0.549 -0.211
H 0.327 -7.989 1.196 -0.449 -0.183 0.617
H -5.264 1.094 -5.026 0.124 -0.067 -0.043
H 5.737 2.257 -2.863 -0.243 0.017 0.136
H 2.720 5.096 -0.772 0.083 -0.052 0.682
C -6.255 6.551 0.523 -0.360 1.174 -0.175
C 1.825 -5.697 -1.606 -0.058 -0.191 -0.336
C -6.613 5.091 -3.410 0.511 0.158 -0.969
H 7.031 4.320 -1.960 0.332 0.086 -0.719
H -1.558 -1.476 4.223 0.180 0.437 0.712
H 3.021 -2.711 3.764 0.614 -0.278 -0.217
N 4.360 -1.378 -3.980 -0.106 0.023 -1.109
C 5.832 -1.155 1.359 -0.781 0.542 1.864
H -2.340 -2.004 6.620 -0.408 -0.163 -0.039
H -6.782 -3.819 -3.047 -0.154 0.241 -0.030
H 4.936 -0.830 0.886 -0.895 0.207 -0.663
C -7.831 -0.563 2.494 -1.124 0.093 0.208
C 1.290 0.517 -0.857 1.851 0.003 1.726
C -7.437 -3.031 -3.455 0.501 -1.041 -0.098
C -2.165 -0.491 -0.044 0.796 -0.143 0.936
H -1.395 -2.229 8.068 0.363 0.118 -0.414
O -4.311 -3.952 2.016 -0.203 0.137 -0.388
H 0.538 5.691 -7.242 -0.628 -0.045 -0.350
H 7.019 -3.117 2.994 -0.543 0.218 0.497
H 7.981 -1.663 4.757 -0.164 -0.115 0.425
H 1.154 6.292 -5.725 0.283 0.030 -0.493
O -5.656 -0.446 -3.767 -0.199 -1.894 1.402
H 6.963 -2.101 -3.393 -0.101 0.674 -0.588
O 2.829 6.283 1.738 -0.083 0.499 -0.421
N -6.677 0.220 2.856 0.583 -0.088 -0.007
H -3.505 -7.687 3.059 0.059 0.736 -0.317
H -1.457 -7.251 0.216 0.376 -0.334 0.276
H 1.642 -2.659 7.820 0.637 0.404 0.077
```
Forces are in eV/Å.

Calculated values
2S+1   1
Max |F|   3.30 eV/A
DFT total energy   -5971.87797 hartree
HOMO level   -8.054 eV
HOMO-LUMO gap   8.597 eV

Atomic partial charges in e from the Mulliken method, atoms 1 to 6: 0.305 0.374 0.121 0.293 0.500 0.363